No. 1
Here is a structure of composition C25H31GdN3OP2 in a non-equilibrium geometry from the OMol25 dataset. Energies are from ωB97M-V/def2-TZVPD.

The geometry in XYZ format:
```
63
Properties=species:S:1:pos:R:3:forces:R:3
Gd -0.30443 -0.83508 0.21495 1.47 -0.85 -1.23
P 2.13307 0.34384 1.15534 1.54 0.39 -0.22
P -0.42316 1.53547 -1.45347 -0.13 0.42 -1.22
O -3.37359 4.13834 1.65998 0.38 -0.87 1.33
N -1.20570 0.59244 1.93808 -0.61 1.33 1.66
N 1.47848 -0.91745 -1.66332 -0.92 0.86 1.12
N -3.81690 4.18416 3.89419 0.17 -0.39 -0.29
C 2.69658 -0.48081 2.68652 -0.14 -0.05 0.24
C 3.57285 -0.07152 0.04328 -0.19 -0.04 -0.18
C 0.28146 1.19463 -3.14848 0.29 -0.28 0.19
C -2.14818 1.93527 -1.92863 -0.07 -0.07 0.24
C -1.31481 0.73622 4.34666 0.27 -0.34 0.00
C 2.49018 2.08907 1.53046 -0.09 0.21 0.22
C 3.46091 -1.50732 -0.39287 -0.34 -0.57 -0.28
C 2.87125 -4.23394 -0.89485 0.02 0.14 0.10
C -1.88192 1.78260 1.87538 0.40 -1.19 0.18
C 0.61818 -1.26730 -2.69965 0.09 0.19 0.34
C 2.30280 -1.89997 -1.12808 -0.22 0.18 0.24
C 0.23255 -2.61044 -2.85304 -0.47 0.44 -0.51
C 0.09189 -0.24537 -3.54369 -0.05 -0.77 0.02
C -0.86132 -2.01292 -4.92145 0.15 -0.12 0.02
C 0.51751 -3.45979 -1.65489 -0.17 0.36 0.21
C 4.36707 -2.50664 -0.04182 -0.37 0.06 0.19
C -2.36096 2.44278 3.01226 0.42 -0.51 -0.10
C -2.02587 1.93096 4.27779 -0.07 -0.08 -0.76
C 4.08598 -3.85510 -0.31535 0.12 -0.07 -0.11
C 0.25927 3.20583 -1.18014 0.08 0.10 0.36
C 1.94023 -3.25373 -1.24635 0.84 0.09 0.43
C -3.22685 3.64889 2.78178 -0.53 1.25 -0.64
C -0.46168 -2.98994 -4.00354 -0.05 0.19 -0.06
C -0.61663 -0.65214 -4.67387 -0.08 0.02 0.39
C -0.94234 0.08008 3.17274 -0.49 0.81 -0.55
H 1.35677 3.16174 -1.19260 -0.31 0.07 -0.04
H 1.35389 1.43555 -3.08030 -0.25 -0.03 -0.07
H -0.16734 -3.01695 -0.76760 0.81 -1.42 -1.41
H 0.30050 -4.51195 -1.84731 -0.33 0.12 0.40
H 1.67562 2.47939 2.15345 0.24 0.09 -0.04
H 4.82117 -4.61327 -0.03759 -0.27 0.21 -0.14
H 2.02688 -0.20407 3.51199 0.28 -0.04 -0.05
H -2.67038 2.38270 -1.07215 -0.04 -0.02 -0.33
H -1.00379 0.11101 -5.35530 0.10 -0.30 0.16
H 5.28831 -2.22346 0.47665 -0.29 -0.19 -0.15
H 3.72823 -0.18138 2.91954 -0.29 -0.14 0.06
H 2.52522 2.67803 0.60536 0.04 -0.17 0.28
H -0.20628 1.86674 -3.86889 0.19 -0.12 0.21
H -1.76510 -1.18830 -0.89235 -1.12 -0.01 -0.75
H -0.06544 3.55699 -0.19158 0.11 0.13 -0.24
H -4.48663 4.92347 3.74706 0.07 0.00 -0.06
H -2.31982 2.45783 5.18438 0.14 -0.25 -0.16
H -0.68027 -4.04660 -4.17541 -0.10 0.34 0.03
H -1.04043 0.29569 5.30502 -0.12 0.16 -0.24
H 4.50300 0.11010 0.59960 -0.17 0.02 -0.21
H -2.05388 2.17605 0.86857 -0.08 -0.06 0.57
H 2.63798 -5.28493 -1.07968 0.10 0.25 0.21
H -3.87130 3.68731 4.77102 -0.01 0.13 -0.27
H -1.39489 -2.30112 -5.82889 0.17 0.06 0.30
H 3.49680 0.60828 -0.81763 0.10 -0.13 0.18
H 2.64973 -1.57020 2.56115 0.12 0.18 0.02
H -0.40843 -0.88001 3.20084 -0.19 0.36 0.10
H -2.15560 2.63534 -2.77506 -0.07 -0.15 0.26
H 3.44520 2.17383 2.06891 -0.26 0.10 -0.18
H -2.65659 1.00302 -2.20101 0.04 0.21 0.00
H -0.09531 3.90198 -1.95346 0.14 -0.19 0.23
```
Positions in Å, forces in eV/Å.

**Energy**: -72352.665 eV
**Highest occupied orbital energy (spin up / spin down)**: -0.343 / -0.345 Eh
**Net charge**: +1
**LUMO (spin up / spin down)**: -3.9 / -3.6 eV
**ΔE to the lowest compared entry with this formula, charge and spin**: 0.0 kJ/mol
**Multiplicity**: 8
**⟨S²⟩**: 16.10

---

No. 2
Here is a cluster of 7 separate species, H13O6S in total from the OMol25 dataset. Energies are from ωB97M-V/def2-TZVPD.

The geometry in XYZ format:
```
20
Properties=species:S:1:pos:R:3:forces:R:3
S 1.82441 0.27910 -0.68096 -0.04 -0.16 0.03
O -2.09995 -0.51137 3.31470 -0.19 0.15 -0.24
O -1.54266 -1.51213 0.20542 0.18 0.23 -0.44
O 0.72690 -1.20718 2.77580 0.09 0.14 0.33
O -1.13485 1.43079 -2.48354 -0.13 -0.34 0.23
O -0.25310 2.23340 1.04378 -0.28 -0.03 -0.01
O 0.70644 -0.69094 -3.55511 -0.03 -0.25 -0.03
H -1.26717 -0.03188 3.27059 0.13 -0.17 0.19
H -2.16680 -0.84852 2.41107 -0.05 -0.17 0.05
H -0.84291 0.57876 -2.84487 0.16 0.09 -0.14
H 0.92583 0.08314 -4.08044 0.13 0.07 0.06
H 1.41030 -0.70203 2.32048 0.06 -0.15 -0.34
H 1.23692 -0.58265 -2.72925 -0.24 0.27 -0.02
H 0.08092 1.76872 0.25772 0.35 -0.01 0.32
H -0.95620 1.29037 -1.54256 -0.02 0.25 -0.20
H 1.00440 -2.12933 2.75644 -0.04 0.21 -0.15
H -1.04780 -0.68982 0.06381 0.09 0.03 0.35
H 2.20146 -0.97198 -0.37050 -0.09 -0.01 0.08
H -1.21855 -2.01301 -0.55353 -0.15 -0.22 0.15
H 0.03778 1.66530 1.76695 0.06 0.06 -0.21
```
Positions in Å, forces in eV/Å.

**Energy**: -23333.645 eV
**Highest occupied orbital energy**: -0.163 Eh
**Net charge**: -1
**LUMO**: 3.3 eV
**ΔE to the lowest compared entry with this formula, charge and spin**: 77.7 kJ/mol

---

No. 3
Here is a structure of composition C28H26AgN2O4PS in a non-equilibrium geometry from the OMol25 dataset. Energies are from ωB97M-V/def2-TZVPD.

The geometry in XYZ format:
```
63
Properties=species:S:1:pos:R:3:forces:R:3
Ag -0.10219 0.35273 -0.06931 1.38 -1.36 -0.26
S -1.14480 2.59289 -0.10518 -0.20 1.60 -0.16
P 0.19499 -2.16585 0.87952 -0.05 -0.92 0.32
O -1.92513 1.52899 0.61159 -0.50 0.03 0.27
O -1.83163 3.88932 -0.04959 -0.03 -0.10 0.00
O -0.95926 2.12608 -1.51776 -0.18 0.32 -0.11
O 0.20329 2.64780 0.54408 -0.22 0.58 0.01
N -2.76153 -1.94901 -3.00598 -0.33 -0.15 -0.50
N -1.87424 -1.18863 -0.82618 -0.90 -0.22 -0.56
C -1.99998 -1.77320 -4.23413 0.18 0.38 -0.48
C 4.74725 -2.42290 0.33162 0.08 -0.19 0.13
C -2.27815 -0.31388 3.50823 -0.06 0.05 0.24
C -0.55554 -5.10748 3.76943 -0.02 -0.44 0.25
C -0.30461 -6.15199 1.62600 0.05 -0.36 0.14
C 3.97517 -1.51110 -0.42519 -0.20 -0.01 0.09
C -0.29537 -3.87455 3.20640 0.26 0.18 -0.28
C 0.47485 -0.54907 3.20330 -0.11 -0.13 -0.25
C 4.17487 -3.16484 1.33175 0.55 -0.05 -0.23
C -3.65371 -3.08422 -2.93561 -0.28 -0.54 0.10
C 2.79931 -3.08325 1.58001 -0.49 0.32 -0.08
C -2.91027 -4.37888 -3.27885 -0.17 0.15 0.10
C -0.04960 0.10578 4.30350 0.05 0.07 0.23
C 1.77298 -0.37280 -0.74689 0.54 0.31 -0.17
C 3.73838 0.19570 -2.10126 0.42 -0.30 -0.05
C -0.03797 -4.92023 1.07060 0.19 0.28 0.04
C 2.59768 -1.34060 -0.10351 0.14 0.03 -0.35
C -2.25770 -1.52352 -1.86286 0.24 0.36 0.94
C -0.37769 -1.10089 2.24603 0.04 0.13 0.40
C 2.01439 -2.19800 0.86549 0.35 -0.12 0.56
C 4.51752 -0.74725 -1.47494 0.15 0.18 -0.21
C 0.00288 -3.75903 1.84631 -0.53 -0.05 0.03
C 2.40746 0.39805 -1.71866 -0.58 -0.20 0.14
C -0.55355 -6.25477 2.98986 -0.07 -0.06 0.01
C -1.76210 -0.97214 2.41335 0.40 -0.17 -0.17
C -2.19853 -4.25022 -4.63820 -0.06 0.02 -0.10
C -2.37346 -2.85579 -5.24278 0.12 -0.07 0.16
C -1.42223 0.21457 4.46442 -0.06 0.00 0.04
H -0.74507 -5.18825 4.83476 -0.05 0.03 0.00
H 4.78344 -3.84384 1.92414 -0.02 0.03 -0.06
H -3.35019 -0.20762 3.62779 0.02 0.00 -0.05
H -3.40875 -2.71072 -5.56031 0.02 0.00 -0.09
H -1.13341 -4.43650 -4.50287 0.08 -0.05 -0.07
H 5.80647 -2.52200 0.10760 0.00 0.02 0.04
H -4.06133 -3.13337 -1.92300 0.02 0.05 -0.16
H -2.17859 -4.56825 -2.49259 -0.04 -0.01 0.07
H -0.92739 -1.80886 -4.01647 -0.04 -0.01 0.00
H -0.29585 -2.99024 3.82747 -0.03 0.05 0.06
H -0.31252 -7.04441 1.00988 -0.01 -0.01 -0.04
H -0.75423 -7.22064 3.43698 -0.03 -0.04 0.02
H 5.54516 -0.92277 -1.78304 0.02 0.07 0.07
H 0.16765 -4.81631 0.01189 -0.04 -0.09 -0.13
H -2.57694 -4.99895 -5.33831 0.08 -0.02 -0.01
H -4.49195 -2.92677 -3.62662 0.03 -0.05 0.13
H 2.36605 -3.72784 2.33227 -0.04 0.01 0.03
H 1.84078 1.16556 -2.23286 -0.08 0.11 0.06
H 4.15752 0.77860 -2.91795 0.01 0.03 0.04
H -3.61350 -5.21430 -3.27908 -0.01 -0.03 0.02
H -2.22509 -0.78214 -4.64399 0.18 -0.06 0.00
H 0.61326 0.52293 5.05562 0.00 0.01 -0.07
H -2.41246 -1.41203 1.67260 -0.11 0.10 -0.11
H -1.82864 0.70575 5.33868 -0.01 0.11 0.02
H 1.54561 -0.66594 3.08613 0.02 0.08 -0.02
H -1.74145 -2.75986 -6.12829 -0.06 0.11 0.02
```
Positions in Å, forces in eV/Å.

**Energy**: -64750.035 eV
**Highest occupied orbital energy**: -0.014 Eh
**Net charge**: -2
**LUMO**: 4.2 eV
**ΔE to the lowest compared entry with this formula, charge and spin**: 193.2 kJ/mol

---

No. 4
Here is a structure of composition C13H26CaN6O6 in a non-equilibrium geometry from the OMol25 dataset. Energies are from ωB97M-V/def2-TZVPD.

The geometry in XYZ format:
```
52
Properties=species:S:1:pos:R:3:forces:R:3
Ca -0.13459 0.09541 -0.39065 1.18 1.28 0.27
O 2.16609 0.98481 -2.20721 0.27 -0.13 -0.69
O -1.50373 -0.98817 2.50773 -0.04 -0.06 -0.94
O -0.16602 1.98134 2.06698 -0.68 0.14 1.00
O 0.10663 -2.57252 -2.42746 -0.47 0.22 0.49
O -0.01544 0.07410 -4.87912 -0.78 0.23 -0.60
O -2.29566 1.23419 -0.26773 -0.53 0.18 0.21
N 1.59753 1.48206 -1.18189 0.85 1.32 0.98
N -1.28615 -1.29200 1.13462 -0.40 -1.67 1.20
N 2.05847 -1.17749 0.91810 -0.15 0.04 0.37
N 3.67703 -1.90622 2.22674 0.05 -0.05 -0.05
N 0.41753 2.00072 0.91540 1.88 1.26 -0.03
N -0.51598 -2.01946 -1.26385 -0.10 -2.21 -0.14
C -2.06112 -3.56582 1.80159 -0.01 -0.21 0.04
C -1.50837 -2.56900 0.83226 0.40 1.90 0.59
C 2.58470 -1.09989 2.13448 0.22 -0.45 -0.86
C 2.16550 2.52461 -0.50764 -0.83 -1.86 -1.63
C 3.39212 3.16646 -1.02829 0.33 0.21 -0.10
C 1.50109 2.81109 0.71750 -2.37 -1.46 0.42
C -0.93466 0.74443 -4.00382 0.19 -0.06 0.11
C -1.01690 -2.97819 -0.47916 0.74 1.39 -1.22
C 3.85180 -2.53425 1.00976 -0.55 0.16 -0.48
C 2.83376 -2.07884 0.20708 0.29 0.24 0.92
C 2.14640 -0.29796 3.29318 -0.27 0.39 0.22
C 1.92630 3.84022 1.69788 0.16 0.17 0.27
C -0.94289 -4.40870 -0.87635 0.00 -0.43 0.04
H 2.79784 -0.50929 4.15063 -0.21 0.11 -0.13
H 3.24127 3.48323 -2.07067 0.12 -0.20 0.20
H -0.35245 1.43303 -3.37495 -0.10 -0.15 -0.20
H -0.14161 -4.50664 -1.61196 -0.19 -0.23 0.21
H -1.71280 1.32336 -4.53824 0.41 -0.33 0.21
H -3.03134 0.73176 0.12170 0.38 0.22 -0.15
H -1.23170 -4.13045 2.26170 -0.30 0.20 -0.01
H 4.25159 -1.99812 3.06212 -0.29 -0.02 -0.57
H -1.42246 -0.00498 -3.35686 -0.08 0.23 -0.15
H -1.87614 -4.75675 -1.34126 0.14 0.14 0.05
H 2.20793 3.38051 2.65959 -0.17 0.18 -0.22
H 4.64365 -3.22707 0.80468 0.13 -0.05 0.09
H -2.69982 -4.29543 1.28557 0.15 0.21 0.12
H -1.17948 -0.06452 2.61737 -0.06 -0.19 -0.48
H 2.19097 0.77266 3.06038 -0.10 -0.19 0.08
H 2.59638 -2.31190 -0.81920 0.16 -0.05 0.06
H 3.64761 4.04888 -0.43731 0.09 -0.12 -0.14
H -0.75218 -5.05694 -0.01203 0.00 0.18 -0.21
H 1.11430 4.55787 1.88901 0.16 -0.27 0.07
H 1.11127 -0.53902 3.56040 0.21 0.09 -0.02
H -2.63954 -3.06817 2.58939 0.26 -0.15 -0.25
H 0.58139 -1.85216 -2.87596 -0.31 0.18 0.29
H -2.27016 2.07705 0.22150 0.23 -0.43 -0.10
H -0.44525 -0.00861 -5.75271 0.41 -0.02 0.74
H 4.24040 2.46189 -1.00650 -0.22 0.22 -0.12
H 2.78689 4.39620 1.31083 -0.19 -0.10 0.21
```
Positions in Å, forces in eV/Å.

**Energy**: -53562.170 eV
**Highest occupied orbital energy (spin up / spin down)**: -0.214 / -0.159 Eh
**Net charge**: 0
**LUMO (spin up / spin down)**: -0.1 / -1.5 eV

---

No. 5
Here is an isolated molecule of HN3O in a non-equilibrium geometry from the OMol25 dataset. Energies are from ωB97M-V/def2-TZVPD.

The geometry in XYZ format:
```
5
Properties=species:S:1:pos:R:3:forces:R:3
O -0.33511 -0.97627 0.04065 -1.40 -0.40 -0.06
N -1.24406 0.11478 -0.12265 -0.47 -2.33 0.07
N -0.37551 0.94799 0.07387 1.84 2.37 -0.16
N 0.61729 0.03319 0.34443 -0.68 -0.46 0.75
H 1.33739 -0.11969 -0.33630 0.71 0.82 -0.59
```
Positions in Å, forces in eV/Å.

**Energy**: -6528.960 eV
**Highest occupied orbital energy**: -0.420 Eh
**Net charge**: 0
**SMILES string**: n1no[nH]1
**LUMO**: 1.0 eV
**ΔE to the lowest compared entry with this formula, charge and spin**: 294.8 kJ/mol

---

- The lowest energy belongs to which entry?
  C25H31GdN3OP2